1.
C40H54As2BrCaF6N2O2S2Si | wB97M-V/def2-TZVPD

Structure (XYZ):
```
111
Properties=species:S:1:pos:R:3:forces:R:3:mulliken_charge:R:1
Ca 0.302 0.349 -0.054 -0.032 -0.409 0.780 0.11
S 0.288 1.837 3.020 0.060 -0.026 0.057 -0.21
C 1.715 1.402 3.846 -0.031 -0.061 -0.293 0.44
S 2.800 1.075 2.574 -0.066 0.221 0.099 -0.24
C 1.944 1.367 5.206 -0.194 0.009 -0.492 0.54
C 0.917 1.685 6.121 -0.392 0.095 0.341 -0.03
N 0.088 1.939 6.883 0.036 0.000 -0.023 -0.62
C 3.205 1.015 5.725 0.551 -0.128 0.208 -0.07
N 4.235 0.737 6.166 -0.026 -0.011 -0.004 -0.62
C 4.931 -0.133 -6.856 -0.019 0.004 -0.018 -2.14
C 5.228 -0.226 -5.359 0.014 -0.004 0.018 2.19
C 6.060 -1.494 -5.120 0.008 0.004 -0.021 -1.75
C 6.059 1.002 -4.959 0.000 -0.032 -0.008 -1.68
C 3.953 -0.273 -4.520 0.046 0.013 0.059 -0.22
C 4.042 -0.460 -3.139 -0.050 -0.004 -0.026 -0.58
C 2.905 -0.466 -2.369 -0.013 -0.023 -0.240 0.20
Br 3.082 -0.729 -0.488 0.179 0.042 -0.118 -0.18
C 1.589 -0.278 -2.885 0.458 0.012 0.080 0.30
O 0.571 -0.257 -2.103 0.281 -0.216 0.393 0.28
C 1.509 -0.110 -4.287 0.158 -0.096 -0.122 -0.79
C 2.680 -0.105 -5.046 -0.104 -0.031 0.084 -0.29
C 0.170 0.068 -5.002 -0.104 0.077 -0.094 2.94
C 0.152 1.424 -5.733 -0.026 -0.115 0.063 -1.89
C -0.034 -1.072 -6.019 -0.032 0.126 0.104 -1.87
C -1.027 0.050 -4.049 -0.359 0.043 -0.078 -2.47
H 5.869 -0.149 -7.416 0.031 0.009 -0.014 0.44
H 4.409 0.791 -7.106 -0.019 0.021 0.006 0.36
H 4.320 -0.971 -7.196 -0.007 -0.038 -0.001 0.40
H 6.949 -1.496 -5.757 0.018 0.014 -0.005 0.46
H 5.473 -2.387 -5.340 -0.022 -0.020 -0.025 0.36
H 6.392 -1.564 -4.085 -0.002 -0.005 0.049 0.33
H 6.999 1.035 -5.517 0.019 -0.004 -0.028 0.44
H 6.295 0.984 -3.895 0.012 -0.007 0.036 0.35
H 5.503 1.919 -5.158 -0.022 0.026 -0.002 0.36
H 5.001 -0.593 -2.656 0.032 -0.007 0.028 0.46
H 2.582 0.045 -6.112 -0.057 0.004 -0.104 0.25
H 0.911 1.477 -6.513 0.094 -0.006 -0.064 0.32
H 0.333 2.233 -5.025 -0.009 0.007 0.030 0.29
H -0.823 1.587 -6.200 -0.017 -0.017 -0.010 0.50
H 0.750 -1.098 -6.774 0.121 0.029 -0.072 0.29
H -0.992 -0.948 -6.532 -0.020 0.012 -0.002 0.47
H -0.042 -2.038 -5.513 0.002 -0.014 0.042 0.34
H -0.964 0.846 -3.306 -0.101 -0.090 -0.214 0.05
H -1.101 -0.893 -3.505 -0.063 0.095 -0.108 0.14
H -1.935 0.186 -4.643 -0.107 0.016 -0.114 0.70
C 0.899 -4.340 3.961 -0.043 -0.102 0.014 -2.11
C 0.890 -3.015 3.201 -0.094 0.029 -0.099 2.73
C 2.321 -2.492 3.102 0.065 -0.070 0.076 -1.31
C 0.051 -2.022 4.014 0.002 0.054 0.030 -1.55
Si 0.137 -3.036 1.444 -0.003 -0.053 -0.266 -2.57
O -0.211 -1.586 0.881 0.084 0.124 0.188 2.76
C 1.253 -3.949 0.192 -0.148 -0.041 0.187 0.74
C 2.071 -5.042 0.468 0.073 -0.036 0.155 -0.01
C 2.794 -5.687 -0.527 0.048 -0.077 0.049 -0.68
C 2.706 -5.251 -1.839 0.045 -0.036 -0.079 -0.69
C 1.889 -4.172 -2.143 0.008 0.020 -0.100 -0.22
C 1.174 -3.538 -1.139 -0.068 0.128 -0.104 -0.34
C -1.450 -4.101 1.411 0.126 0.023 0.003 0.04
C -1.548 -5.426 1.838 0.118 -0.033 0.025 -0.46
C -2.713 -6.160 1.683 0.001 -0.104 0.033 -0.83
C -3.820 -5.588 1.075 -0.090 -0.032 -0.020 -0.71
C -3.740 -4.283 0.617 -0.083 0.022 -0.033 -0.53
C -2.569 -3.558 0.785 -0.066 0.240 -0.069 1.04
H 1.338 -4.178 4.953 0.018 0.002 0.029 0.50
H 1.493 -5.114 3.472 0.013 -0.023 -0.043 0.28
H -0.109 -4.728 4.112 -0.040 -0.019 0.004 0.37
H 2.772 -2.424 4.101 -0.001 0.012 0.010 0.55
H 2.345 -1.493 2.677 0.020 0.085 -0.102 -0.19
H 2.955 -3.137 2.490 0.022 -0.043 -0.014 0.25
H 0.492 -1.880 5.008 0.009 0.000 0.021 0.49
H -0.971 -2.386 4.155 -0.048 -0.010 -0.013 0.34
H -0.004 -1.049 3.528 -0.001 0.034 -0.013 -0.12
H 2.171 -5.400 1.487 -0.006 -0.005 0.015 0.01
H 3.432 -6.526 -0.272 -0.002 0.005 -0.013 0.41
H 3.275 -5.745 -2.619 0.000 0.005 -0.002 0.36
H 1.821 -3.804 -3.161 0.009 -0.008 -0.003 0.43
H 0.562 -2.680 -1.392 -0.023 0.044 0.003 0.10
H -0.689 -5.911 2.284 0.044 -0.014 0.034 0.38
H -2.753 -7.187 2.030 -0.010 0.001 -0.003 0.40
H -4.731 -6.161 0.949 0.000 0.011 -0.006 0.35
H -4.590 -3.831 0.117 -0.015 -0.021 -0.006 0.31
H -2.494 -2.539 0.409 -0.008 -0.121 0.042 -0.29
C -4.370 -1.595 -1.946 0.116 -0.023 -0.073 -1.20
C -4.514 -0.897 -0.602 0.093 0.250 0.112 -0.83
As -2.957 0.283 -0.176 -0.223 0.033 0.081 0.61
C -3.772 2.059 -0.464 -0.081 -0.128 0.092 -0.88
C -3.705 2.471 -1.926 0.073 -0.011 -0.148 -1.06
C -3.062 0.198 1.788 0.110 -0.126 -0.044 0.32
C -4.399 0.556 2.412 -0.117 -0.001 0.059 -1.48
H -5.204 -2.274 -2.144 -0.021 0.002 0.016 0.40
H -3.448 -2.179 -1.982 -0.017 -0.007 -0.008 0.19
H -4.324 -0.876 -2.767 0.009 0.006 0.004 0.34
H -4.584 -1.630 0.207 0.035 0.105 -0.043 0.31
H -5.427 -0.293 -0.567 0.073 -0.010 0.006 0.61
H -3.200 2.757 0.152 -0.017 -0.027 -0.006 0.42
H -4.805 2.052 -0.103 0.056 -0.017 0.008 0.56
H -2.667 2.547 -2.256 -0.019 -0.006 -0.020 0.08
H -4.177 3.441 -2.095 0.005 0.015 0.032 0.35
H -4.206 1.744 -2.573 0.004 0.001 0.011 0.27
H -2.272 0.846 2.174 -0.006 0.019 -0.023 0.06
H -2.750 -0.820 2.041 -0.041 0.077 0.004 -0.13
H -4.671 1.593 2.209 -0.002 0.007 -0.003 0.29
H -4.366 0.434 3.497 0.020 0.003 0.006 0.43
H -5.207 -0.079 2.039 0.014 -0.001 -0.021 0.29
F -0.615 2.489 -0.009 -0.002 0.659 -0.301 -0.52
As 0.516 3.645 -0.866 -0.260 -0.288 0.089 2.11
F 0.876 4.362 0.657 -0.037 -0.063 -0.393 -0.50
F -0.808 4.750 -1.117 0.460 -0.339 0.089 -0.53
F 1.667 4.637 -1.700 -0.405 -0.330 0.303 -0.50
F 0.093 2.805 -2.333 0.073 0.320 0.206 -0.43
F 1.704 2.365 -0.561 -0.078 0.375 -0.142 -0.49
```
Positions in Å, forces in eV/Å.

Results
orbital gap (spin up / spin down): 6.91 / 6.15 eV
LUMO level (spin up / spin down): 3.8 / 3.1 eV
2S+1: 2
charge: -2

---

2.
C40H54AsBrN3O3S2Si3Sr | wB97M-V/def2-TZVPD

Structure (XYZ):
```
108
Properties=species:S:1:pos:R:3:forces:R:3:mulliken_charge:R:1
Sr 0.971 0.220 0.520 -0.073 0.072 0.044 1.56
O -0.005 -0.881 2.551 -0.108 0.113 -0.022 0.23
S -0.851 -1.084 3.781 0.123 -0.023 -0.121 0.16
C 0.208 -2.090 4.845 -0.123 0.066 0.194 -1.26
C 0.773 -3.307 4.125 0.041 -0.133 -0.054 0.63
C 2.265 -3.541 4.352 0.026 -0.020 0.010 -1.34
C 3.228 -2.530 3.731 -0.179 -0.089 -0.028 -0.73
S 3.491 -2.533 1.914 -0.075 0.129 0.059 -0.09
O 2.497 -1.540 1.364 0.089 -0.168 -0.075 -0.38
C 2.904 -4.156 1.469 0.003 0.044 -0.027 0.22
C 1.642 -4.323 0.924 -0.004 0.043 0.008 -0.20
C 1.218 -5.599 0.586 0.014 -0.030 0.008 -0.75
C 2.057 -6.687 0.790 -0.017 0.013 -0.011 -0.58
C 3.328 -6.504 1.319 0.004 0.007 0.002 -0.52
C 3.763 -5.230 1.652 0.029 -0.007 0.017 -0.36
C -2.050 -2.333 3.345 -0.002 0.028 0.013 0.49
C -3.012 -2.698 4.279 -0.006 0.025 0.031 -0.79
C -3.959 -3.646 3.932 -0.016 -0.037 -0.022 -0.78
C -3.950 -4.209 2.660 0.000 0.015 0.025 -0.53
C -2.996 -3.822 1.732 0.013 0.025 0.010 -0.98
C -2.038 -2.876 2.073 0.006 -0.020 -0.060 -0.04
H -0.408 -2.341 5.712 0.058 -0.058 -0.004 0.65
H 0.979 -1.401 5.198 -0.008 0.052 -0.085 0.57
H 0.577 -3.224 3.056 0.054 0.054 -0.016 -0.70
H 0.236 -4.195 4.461 -0.016 -0.004 -0.030 0.56
H 2.510 -4.539 3.985 0.048 -0.001 0.036 0.36
H 2.472 -3.562 5.426 0.005 0.027 0.009 0.54
H 4.223 -2.648 4.162 0.041 -0.015 -0.051 0.61
H 2.922 -1.493 3.889 0.005 -0.013 0.046 0.29
H 1.010 -3.459 0.766 0.010 -0.011 0.000 0.62
H 0.233 -5.744 0.161 0.014 -0.004 -0.004 0.46
H 1.724 -7.681 0.523 -0.002 0.000 0.000 0.40
H 3.986 -7.351 1.460 -0.001 -0.003 -0.002 0.42
H 4.761 -5.077 2.047 -0.005 -0.002 -0.005 0.43
H -3.035 -2.240 5.261 0.015 0.008 -0.011 0.47
H -4.712 -3.939 4.650 -0.002 -0.003 -0.003 0.43
H -4.699 -4.942 2.392 -0.002 0.000 -0.002 0.43
H -3.000 -4.246 0.736 -0.010 -0.005 0.006 0.50
H -1.291 -2.554 1.359 -0.025 0.018 0.027 0.59
Br 0.319 -0.774 -9.534 0.023 0.016 0.014 -0.17
C 1.627 0.184 -8.556 -0.005 -0.012 0.002 0.07
C 2.306 -0.449 -7.526 -0.012 -0.010 -0.012 -0.54
C 3.249 0.256 -6.798 0.006 -0.008 0.038 0.07
C 3.512 1.585 -7.108 -0.030 -0.005 0.016 0.00
C 2.867 2.193 -8.174 0.026 0.045 0.010 -0.30
C 1.903 1.500 -8.889 -0.023 -0.007 -0.024 -0.45
N 4.557 2.314 -6.442 0.004 -0.006 -0.023 -0.65
N 4.573 2.467 -5.216 -0.036 -0.011 0.062 -0.27
C 3.485 2.080 -4.367 -0.121 0.047 -0.101 -0.01
C 2.166 2.384 -4.608 0.114 -0.045 0.040 -0.69
C 1.158 2.092 -3.680 0.008 0.026 -0.056 -0.38
C 1.433 1.480 -2.466 0.010 -0.054 0.122 0.04
O 0.523 1.177 -1.583 0.077 -0.098 0.043 -0.54
C 2.824 1.184 -2.192 -0.006 -0.064 0.095 -0.38
N 3.108 0.582 -0.999 0.123 -0.063 0.045 0.30
C 4.359 0.266 -0.724 -0.233 0.171 -0.072 -0.66
C 5.430 0.553 -1.582 -0.040 0.076 -0.182 -1.02
C 5.169 1.169 -2.778 -0.055 -0.062 0.142 -0.74
C 3.836 1.493 -3.124 0.133 -0.014 0.002 1.33
H 2.097 -1.485 -7.296 0.004 0.000 0.004 0.42
H 3.780 -0.225 -5.987 0.000 0.002 -0.004 0.40
H 3.118 3.213 -8.435 -0.003 -0.006 -0.003 0.44
H 1.381 1.974 -9.709 0.001 0.000 0.001 0.42
H 1.891 2.871 -5.534 0.001 0.003 -0.026 0.47
H 0.130 2.334 -3.919 0.003 -0.003 0.031 0.45
H 4.536 -0.228 0.225 -0.008 0.001 0.014 0.49
H 6.438 0.289 -1.292 0.006 0.002 -0.008 0.44
H 5.964 1.415 -3.469 0.004 0.001 -0.001 0.53
C -4.325 0.821 3.140 0.000 0.022 -0.041 -0.61
Si -3.241 2.329 2.855 -0.034 -0.021 0.080 0.42
C -2.095 2.618 4.312 0.011 -0.014 -0.036 -0.89
C -4.373 3.816 2.708 0.022 -0.020 -0.018 -1.12
As -1.899 1.859 0.971 -0.004 0.109 -0.073 0.34
Si -3.476 1.337 -0.724 -0.035 -0.004 0.018 0.21
C -3.855 -0.480 -0.440 0.031 0.008 0.004 -0.97
C -2.725 1.540 -2.418 -0.006 0.041 -0.003 -0.68
C -5.050 2.342 -0.588 0.030 0.006 0.004 -1.08
Si -0.828 3.917 0.468 -0.028 0.017 -0.012 0.36
C -1.423 5.357 1.506 0.021 -0.019 -0.030 -1.16
C -0.989 4.353 -1.335 0.015 -0.055 0.028 -0.59
C 0.982 3.580 0.888 0.015 -0.018 -0.041 -0.77
H -4.805 0.886 4.120 0.009 0.017 0.004 0.42
H -3.785 -0.126 3.087 0.031 0.021 -0.004 -0.16
H -5.121 0.790 2.392 0.002 -0.030 0.006 0.31
H -2.678 2.773 5.223 -0.014 -0.005 -0.005 0.39
H -1.494 3.516 4.153 0.019 -0.004 0.010 0.25
H -1.414 1.784 4.483 -0.014 -0.016 -0.014 0.06
H -5.157 3.725 3.465 0.008 0.000 0.008 0.40
H -4.860 3.886 1.736 0.000 0.000 -0.004 0.28
H -3.846 4.752 2.893 0.020 -0.012 -0.004 0.35
H -2.963 -1.083 -0.633 0.000 -0.005 0.010 0.16
H -4.635 -0.814 -1.129 -0.010 0.004 0.000 0.45
H -4.189 -0.686 0.579 0.001 0.006 0.001 0.21
H -1.687 1.203 -2.438 0.001 -0.014 0.010 -0.18
H -2.750 2.581 -2.745 0.002 -0.016 0.004 0.29
H -3.305 0.953 -3.134 -0.007 -0.007 0.008 0.54
H -5.578 2.168 0.350 0.001 -0.007 0.001 0.28
H -5.725 2.070 -1.404 0.012 -0.013 -0.007 0.42
H -4.845 3.411 -0.671 -0.002 -0.004 0.000 0.30
H -2.451 5.625 1.257 -0.004 -0.010 -0.003 0.24
H -0.793 6.222 1.279 0.000 -0.003 0.001 0.40
H -1.365 5.182 2.581 0.002 -0.020 0.001 0.32
H -2.026 4.572 -1.597 0.008 0.002 -0.008 0.30
H -0.634 3.526 -1.950 -0.003 0.019 -0.021 -0.23
H -0.390 5.238 -1.563 0.012 0.004 0.016 0.45
H 1.083 3.124 1.879 0.012 0.001 0.017 0.30
H 1.565 4.504 0.898 -0.005 0.003 0.013 0.45
H 1.434 2.941 0.121 -0.014 0.019 0.000 -0.07
```
Positions in Å, forces in eV/Å.

Results
orbital gap: 6.84 eV
LUMO level: -2.2 eV
energy relative to the best compared isomer or geometry (same formula, charge and spin): 61.7 kJ/mol
charge: +1